(1)
7
Properties=species:S:1:pos:R:3:mulliken_charge:R:1 method="wB97M-V/def2-TZVPD" homo_ev=-9.6 total_charge=0
C 0.496 0.683 0.123 0.6080
C -0.412 -0.531 -0.138 -0.8842
O 0.622 1.859 0.424 -0.4234
Br 2.282 0.315 -0.025 -0.1547
I -2.564 -0.311 0.005 0.0862
H -0.101 -0.853 -1.135 0.4063
H -0.323 -1.163 0.745 0.3620

=====

(2)
7
Properties=species:S:1:pos:R:3:mulliken_charge:R:1 method="wB97M-V/def2-TZVPD" homo_ev="-8.5 / -8.6" total_charge=0
C -1.185 0.271 0.628 0.1991
C 1.081 -0.292 -0.331 -0.6622
O -1.276 1.088 1.452 -0.3073
Br 1.963 1.300 -0.654 -0.0357
I -2.716 -0.702 -0.445 0.0502
H 0.729 -0.829 -1.190 0.3935
H 1.404 -0.836 0.540 0.3625

=====

Top of the stability list: (1), leading by 1.244 eV.

=====

(1)
18
Properties=species:S:1:pos:R:3:mulliken_charge:R:1 method="wB97M-V/def2-TZVPD" homo_ev=-9.1 total_charge=0 smiles=CNCN.O.O
C -0.217 0.101 2.596 -0.9925
N -0.742 0.227 1.236 -0.3830
C -0.106 -0.663 0.248 -0.7981
N 0.466 -0.017 -0.931 -0.5283
H -0.853 0.629 3.297 0.3462
H 0.019 -0.909 2.917 0.3031
H 0.739 0.640 2.544 0.3001
H -1.743 0.236 1.111 0.3730
H -0.811 -1.441 -0.048 0.3743
H 0.726 -1.148 0.759 0.3756
H -0.297 0.308 -1.528 0.2239
H 0.866 0.848 -0.577 0.2613
H 1.362 -2.474 -1.728 0.3035
H 2.586 -2.724 -2.584 0.3101
O 1.735 -2.265 -2.591 -0.6197
H -1.902 3.177 -0.130 0.3272
H -1.281 1.862 0.273 0.4698
O -1.179 2.587 -0.377 -0.6465

=====

(2)
18
Properties=species:S:1:pos:R:3:mulliken_charge:R:1 method="wB97M-V/def2-TZVPD" homo_ev=-8.8 total_charge=0 smiles=NCCN.O.O
C 1.031 0.141 1.114 -0.5520
C 0.563 1.493 0.449 -0.3763
N 1.026 1.614 -0.914 -0.7072
N -0.115 -0.679 1.640 -0.6743
H 1.626 0.389 1.985 0.3372
H 1.547 -0.484 0.424 0.3665
H 0.809 2.416 0.949 0.2971
H -0.496 1.544 0.162 0.3060
H 1.913 1.218 -1.087 0.2237
H 0.590 1.163 -1.673 0.2870
H -0.649 0.012 2.245 0.2307
H 0.250 -1.249 2.387 0.2463
H -0.779 -0.466 -3.240 0.3058
H -0.898 -0.849 -1.754 0.3478
O -0.271 -0.675 -2.453 -0.6543
H -1.631 -1.312 0.280 0.3998
H -2.255 -2.591 -0.151 0.3164
O -2.263 -1.684 -0.362 -0.7002

=====

Top of the stability list: (1), leading by 0.099 eV.